[1]
C42H52BBrErF2N9O2S3 | ωB97M-V/def2-TZVPD

2S+1 = 4
HOMO level (alpha / beta) = -7.025 / -7.025 eV
LUMO level (alpha / beta) = -1.03 / -1.03 eV
total charge = 0
gap between HOMO and LUMO (alpha / beta) = 5.991 / 5.994 eV

Cartesian coordinates (Å):
Er  -2.138  -0.985  -3.389
C  4.605  -1.740  -2.198
C  3.545  -0.819  -1.574
C  3.442  0.463  -1.954
C  2.559  1.389  -1.291
N  1.782  1.023  -0.355
N  1.623  -0.314  -0.227
B  0.163  -0.513  0.380
N  0.362  0.484  1.624
N  1.602  0.490  2.187
C  1.763  1.274  3.198
C  0.743  1.997  3.827
C  -0.556  1.866  3.405
C  -1.694  2.523  4.143
C  -0.722  1.001  2.201
S  -2.332  0.714  1.686
C  3.191  1.268  3.812
C  4.072  0.259  3.070
C  3.149  1.043  5.308
C  3.840  2.682  3.571
N  -0.232  -1.873  1.022
N  0.094  -2.125  2.319
C  -0.752  -2.870  2.960
C  -1.785  -3.614  2.319
C  -1.852  -3.632  0.928
C  -2.618  -4.635  0.158
C  -0.964  -2.728  0.246
S  -0.690  -2.873  -1.447
C  -0.460  -3.031  4.456
C  1.045  -3.224  4.663
C  -0.939  -1.737  5.267
C  -1.201  -4.236  5.098
C  2.495  -1.231  -0.614
S  2.762  -2.834  -0.012
C  2.665  2.886  -1.646
C  2.974  3.085  -3.129
C  3.829  3.458  -0.823
C  1.394  3.646  -1.236
H  4.217  -2.484  -2.864
H  5.022  -2.359  -1.404
H  5.467  -1.174  -2.604
H  4.041  0.841  -2.754
H  0.942  2.734  4.639
H  -1.653  2.299  5.205
H  -2.616  2.091  3.783
H  -1.793  3.616  4.062
H  3.754  -0.794  3.200
H  5.120  0.362  3.492
H  4.140  0.428  1.990
H  2.891  0.012  5.532
H  2.325  1.642  5.678
H  4.044  1.324  5.813
H  4.131  2.831  2.538
H  4.641  2.859  4.324
H  3.140  3.507  3.745
H  -2.446  -4.350  2.856
H  -2.249  -5.647  0.330
H  -2.739  -4.356  -0.931
H  -3.615  -4.796  0.687
H  1.597  -2.373  4.385
H  1.496  -4.136  4.161
H  1.320  -3.409  5.732
H  -0.408  -0.880  4.862
H  -0.829  -1.839  6.382
H  -1.983  -1.546  5.010
H  -0.833  -5.133  4.606
H  -2.323  -4.093  5.059
H  -0.944  -4.262  6.182
H  3.993  2.778  -3.310
H  2.854  4.172  -3.438
H  2.360  2.515  -3.783
H  4.720  2.835  -0.980
H  3.596  3.530  0.283
H  4.075  4.464  -1.170
H  0.570  3.321  -1.890
H  1.472  4.742  -1.395
H  1.010  3.442  -0.186
C  -5.901  -1.357  -0.616
C  -6.441  -0.044  -0.517
C  -5.945  0.982  -1.349
C  -4.800  0.659  -2.146
N  -4.327  -0.606  -2.256
C  -4.853  -1.541  -1.435
C  -4.194  1.684  -3.017
C  -4.715  2.948  -3.294
C  -3.984  3.852  -4.048
C  -2.721  3.457  -4.547
C  -2.190  2.217  -4.181
N  -2.918  1.375  -3.439
H  -6.197  -2.215  -0.005
H  -7.276  0.084  0.130
H  -6.396  1.984  -1.334
H  -4.394  -2.541  -1.537
H  -5.784  3.021  -3.120
H  -4.571  4.700  -4.467
H  -2.180  4.119  -5.200
H  -1.142  1.990  -4.373
F  -2.143  -0.444  -0.978
C  -0.846  0.079  -0.767
F  -0.374  0.115  -2.185
H  -0.981  1.136  -0.520
O  1.116  1.232  -5.024
C  0.704  0.105  -5.434
C  1.130  -0.696  -6.688
C  0.653  -2.097  -6.401
C  -0.319  -1.890  -5.217
O  -1.008  -2.793  -4.675
N  -0.431  -0.592  -4.844
H  2.226  -0.572  -6.783
H  0.653  -0.221  -7.523
H  1.411  -2.766  -5.913
H  0.027  -2.569  -7.179
Br  -4.157  -2.047  -4.898

[2]
C42H52BBrFeGe2N2O4 | ωB97M-V/def2-TZVPD

2S+1 = 5
energy relative to the best compared isomer or geometry (same formula, charge and spin) = 2.155 eV
HOMO level (alpha / beta) = -7.841 / -7.958 eV
LUMO level (alpha / beta) = 0.11 / -1.07 eV
total charge = 0
gap between HOMO and LUMO (alpha / beta) = 7.947 / 6.887 eV

Cartesian coordinates (Å):
Fe  0.223  -0.588  0.509
O  -4.240  -3.616  0.471
C  -3.638  -3.799  -0.742
C  -4.102  -4.851  -1.522
C  -3.546  -5.090  -2.766
C  -2.535  -4.271  -3.250
C  -2.058  -3.235  -2.462
C  -2.584  -3.001  -1.202
C  -1.955  -1.963  -0.281
O  -0.996  -1.196  -0.858
N  -1.429  -2.742  0.897
N  -0.230  -2.388  1.392
C  0.460  -3.424  1.952
C  1.558  -3.317  2.685
Br  2.563  -1.124  0.336
C  2.570  -3.286  3.505
C  2.449  -3.229  4.976
C  1.204  -3.229  5.609
C  1.117  -3.210  6.989
C  2.271  -3.199  7.762
C  3.511  -3.194  7.142
C  3.600  -3.206  5.759
H  -3.869  -2.854  0.931
H  -4.897  -5.471  -1.125
H  -3.902  -5.923  -3.359
H  -2.111  -4.444  -4.230
H  -1.268  -2.586  -2.813
H  -2.753  -1.303  0.121
H  -1.559  -3.747  0.820
H  0.082  -4.430  1.755
H  3.582  -3.288  3.105
H  0.305  -3.250  5.006
H  0.145  -3.212  7.466
H  2.204  -3.194  8.842
H  4.413  -3.196  7.740
H  4.575  -3.196  5.284
C  0.829  0.783  4.939
C  0.691  -0.201  3.778
Ge  -0.745  0.266  2.449
C  -2.441  -0.602  3.095
C  -2.794  -0.145  4.510
C  -0.948  2.205  2.622
C  -0.248  2.910  1.727
Ge  0.430  1.749  0.240
C  2.285  2.436  -0.210
C  2.407  3.708  -1.056
C  -1.087  1.864  -1.103
C  -1.370  3.162  -1.857
C  -0.054  4.367  1.846
C  -0.017  5.197  0.725
C  0.157  6.566  0.852
C  0.311  7.137  2.106
C  0.284  6.327  3.233
C  0.105  4.959  3.103
H  1.619  0.458  5.622
H  -0.097  0.859  5.511
H  1.084  1.780  4.575
H  0.472  -1.198  4.162
H  1.639  -0.276  3.241
H  -2.308  -1.685  3.070
H  -3.257  -0.352  2.411
H  -1.979  -0.352  5.205
H  -3.683  -0.665  4.874
H  -2.998  0.927  4.538
H  -1.496  2.692  3.430
H  2.810  1.632  -0.719
H  2.777  2.581  0.756
H  1.706  3.703  -1.894
H  3.415  3.785  -1.471
H  2.221  4.601  -0.466
H  -1.955  1.603  -0.491
H  -0.950  1.047  -1.807
H  -1.666  3.965  -1.181
H  -2.190  3.007  -2.562
H  -0.503  3.498  -2.430
H  -0.139  4.762  -0.256
H  0.186  7.194  -0.030
H  0.467  8.203  2.209
H  0.415  6.761  4.216
H  0.102  4.329  3.984
C  1.733  1.706  -6.887
C  0.521  0.760  -6.812
C  0.491  -0.056  -8.106
C  -0.775  1.577  -6.714
C  0.653  -0.125  -5.574
C  0.603  -1.516  -5.633
C  0.781  -2.334  -4.517
C  1.029  -1.712  -3.317
O  1.333  -2.236  -2.085
B  1.471  -1.140  -1.251
O  1.342  0.051  -1.957
C  1.038  -0.325  -3.241
C  0.851  0.487  -4.330
H  1.698  2.292  -7.808
H  2.660  1.130  -6.880
H  1.762  2.404  -6.051
H  0.492  0.623  -8.959
H  -0.407  -0.673  -8.174
H  1.370  -0.698  -8.187
H  -0.854  2.265  -7.558
H  -0.809  2.161  -5.793
H  -1.642  0.915  -6.727
H  0.428  -2.002  -6.584
H  0.717  -3.412  -4.593
H  0.865  1.561  -4.201